A single C15H21NO4 molecule at a distorted geometry. Source: the OMol25 dataset; level of theory: wB97M-V/def2-TZVPD.

Each line ends with the Mulliken charge.
Cartesian coordinates (Å):
O (2.84, -1.60, 1.10)  -0.6818
O (2.47, -2.47, -1.37)  -0.5782
O (1.74, 2.37, 0.13)  -0.4044
O (1.70, 1.31, -1.85)  -0.3976
C (2.81, -0.47, 0.60)  0.1105
C (-1.76, 0.30, 1.35)  -0.2944
C (-1.55, -1.01, -0.65)  -1.0723
C (-0.78, 1.18, 0.87)  -0.8931
C (-0.55, -0.15, -1.15)  -0.4546
C (-2.17, -0.80, 0.60)  1.1173
C (-0.15, 0.96, -0.37)  -0.0838
N (3.05, -0.25, -0.74)  0.2153
C (3.27, -1.32, -1.68)  -0.4174
C (-4.61, -1.20, 1.35)  -1.4803
C (-2.74, -2.45, 2.43)  -1.4427
C (-3.22, -1.80, 1.14)  0.1548
C (0.17, 3.16, -1.53)  -1.6834
C (3.11, 2.29, -0.34)  -0.8387
C (0.89, 1.95, -0.91)  1.5100
C (2.99, 1.10, -1.28)  -0.1361
H (2.38, -2.51, -0.38)  0.3618
H (2.63, 0.34, 1.30)  0.4200
H (-2.17, 0.47, 2.36)  0.2380
H (-1.90, -1.87, -1.22)  0.2570
H (-0.47, 2.02, 1.50)  0.3909
H (-0.07, -0.31, -2.09)  0.4853
H (3.03, -1.00, -2.71)  0.3319
H (4.35, -1.58, -1.68)  0.2890
H (-5.34, -1.92, 1.72)  0.4354
H (-5.04, -0.81, 0.42)  0.3498
H (-4.61, -0.36, 2.06)  0.2912
H (-2.75, -1.69, 3.25)  0.2709
H (-1.72, -2.87, 2.32)  0.3244
H (-3.40, -3.28, 2.68)  0.4540
H (-3.34, -2.62, 0.45)  0.4041
H (-0.47, 3.62, -0.82)  0.3643
H (0.91, 3.88, -1.94)  0.4080
H (-0.45, 2.84, -2.37)  0.3941
H (3.83, 2.15, 0.46)  0.3639
H (3.36, 3.18, -0.93)  0.3599
H (3.75, 1.21, -2.05)  0.5570

Output
- Orbital gap: 9.6 eV
- LUMO energy: 0.6 eV
- Total charge: 0
- M: 279.336 g mol⁻¹
- ΔE to the lowest compared entry with this formula, charge and spin: 186.4 kJ/mol